1.
14
Properties=species:S:1:pos:R:3 method="wB97M-V/def2-TZVPD" lumo_energy_ev=1.02 homo_lumo_gap_ev=10.53 energy_ev=-8833.2380 total_charge=0 homo_ev=-9.51 largest_force_ev_per_a=0.99
H -0.799 1.916 1.740
N -0.807 0.998 1.343
C -1.824 0.680 0.672
O -1.808 -0.537 0.115
C -0.494 -1.190 0.373
C 0.577 -0.696 -0.618
C 1.629 0.227 -0.150
C 2.547 0.954 0.137
H -2.723 1.281 0.480
H -0.779 -2.211 0.172
H -0.107 -1.117 1.402
H 1.079 -1.575 -1.041
H 0.035 -0.224 -1.444
H 3.347 1.614 0.409

2.
25
Properties=species:S:1:pos:R:3 method="wB97M-V/def2-TZVPD" lumo_energy_ev="2.90 / 2.90" homo_lumo_gap_ev="2.63 / 2.63" energy_ev=-14651.3893 total_charge=-1 homo_ev="0.27 / 0.27" largest_force_ev_per_a=3.28
C -0.349 -0.761 -3.145
Hg 0.254 1.131 -2.202
N 0.510 3.236 -0.772
H 0.765 2.057 -3.736
H -0.389 3.566 -0.423
H 0.535 1.320 -4.091
H -0.336 -0.682 -4.232
H -1.359 -0.977 -2.779
H 0.321 -1.557 -2.801
H 1.050 2.881 0.021
H 0.987 4.031 -1.193
C -0.345 -2.098 3.482
C -0.189 -1.320 2.222
C -1.246 -0.541 1.741
C -1.088 0.198 0.577
N 0.100 0.236 -0.083
C 1.122 -0.525 0.367
C 1.010 -1.289 1.520
H -0.587 -1.410 4.296
H -1.154 -2.832 3.416
H 0.589 -2.608 3.708
H -2.194 -0.488 2.281
H -1.915 0.788 0.150
H 2.040 -0.523 -0.220
H 1.867 -1.832 1.895

3.
12
Properties=species:S:1:pos:R:3 method="wB97M-V/def2-TZVPD" lumo_energy_ev=0.81 homo_lumo_gap_ev=10.20 energy_ev=-6761.3746 total_charge=0 homo_ev=-9.39 largest_force_ev_per_a=3.83
C 1.213 -0.007 0.743
N 0.004 0.055 -0.113
C -1.103 -0.815 -0.039
C -0.061 1.088 -0.931
O -1.138 1.511 -1.402
H 1.205 0.650 1.687
H 1.162 -1.075 1.029
H 2.172 0.144 0.229
H -1.966 -0.334 0.376
H -1.550 -1.158 -1.020
H -0.875 -1.727 0.493
H 0.937 1.669 -1.052

4.
66
Properties=species:S:1:pos:R:3 method="wB97M-V/def2-TZVPD" s_squared=6.020 lumo_energy_ev="0.44 / 0.39" homo_lumo_gap_ev="7.36 / 7.86" energy_ev=-106673.8163 total_charge=0 homo_ev="-6.92 / -7.47" spin_multiplicity=5 largest_force_ev_per_a=4.09
Cr 0.356 0.600 0.538
O -1.281 -2.753 3.018
C -0.104 -3.114 3.567
C -0.071 -4.246 4.377
C 1.119 -4.683 4.921
C 2.298 -3.986 4.686
C 2.275 -2.848 3.908
C 1.084 -2.400 3.328
C 1.107 -1.240 2.438
O 0.025 -0.744 1.914
N 2.273 -0.732 2.122
N 2.170 0.278 1.216
C 3.299 0.908 1.082
S 4.625 0.421 2.119
C 5.815 1.630 1.420
C 5.048 2.809 0.864
S 3.620 2.154 -0.080
H -1.113 -1.942 2.488
H -1.000 -4.762 4.566
H 1.128 -5.571 5.534
H 3.229 -4.328 5.113
H 3.172 -2.278 3.722
H 6.395 1.130 0.643
H 6.480 1.919 2.232
H 5.649 3.403 0.175
H 4.651 3.453 1.652
O 1.012 1.445 -1.162
N 0.929 2.704 -1.534
C 1.088 2.977 -2.843
C 1.072 4.260 -3.320
C 0.899 5.310 -2.412
C 0.728 5.020 -1.081
C 0.720 3.697 -0.613
S 0.479 3.307 1.015
H 1.233 2.107 -3.466
H 1.194 4.444 -4.373
H 0.884 6.332 -2.752
H 0.599 5.797 -0.348
C -2.208 1.082 -3.388
C -3.035 1.343 -2.119
C -4.289 0.464 -2.116
C -3.424 2.825 -2.030
C -2.173 0.999 -1.009
N -1.373 0.760 -0.206
H -2.830 1.232 -4.267
H -1.838 0.060 -3.388
H -1.358 1.757 -3.436
H -4.910 0.710 -2.974
H -4.867 0.623 -1.209
H -4.008 -0.584 -2.172
H -3.994 3.100 -2.915
H -2.542 3.458 -1.969
H -4.034 3.010 -1.149
C -2.641 -3.944 -2.057
P -1.910 -2.393 -1.340
C -0.409 -3.161 -0.577
C -2.980 -2.311 0.173
H -2.727 -4.724 -1.301
H -2.014 -4.293 -2.875
H -3.630 -3.721 -2.456
H -0.684 -3.888 0.188
H 0.208 -2.375 -0.136
H 0.171 -3.653 -1.357
H -2.851 -3.197 0.788
H -4.023 -2.228 -0.130
H -2.712 -1.429 0.751